<i>
DFT (ωB97M-V with the def2-TZVPD basis set) results for a cluster of 2 separate species, C5H14S in total.

The SMILES is CCSC.CC. The lowest unoccupied orbital energy comes out at 0.95 eV. As for the spin multiplicity: 1. As for the HOMO energy: -8.43 eV. The value obtained for the HOMO-LUMO gap is 9.3774 eV.

Geometry (Å):
C: -3.500 -1.593 -1.594
C: -2.221 -0.795 -1.609
H: -3.533 -2.300 -0.768
H: -4.406 -0.986 -1.575
H: -3.596 -2.157 -2.523
H: -2.297 0.079 -2.231
H: -1.366 -1.371 -1.987
H: -1.781 -0.544 -0.642
C: 1.125 -0.373 1.279
C: 2.418 -1.152 0.919
C: 0.227 1.669 -0.490
S: 1.240 1.403 1.007
H: 0.231 -0.830 0.898
H: 0.933 -0.503 2.350
H: 2.211 -1.975 0.228
H: 2.717 -1.682 1.816
H: -0.016 0.678 -0.848
H: -0.632 2.303 -0.308
H: 0.880 2.087 -1.238
H: 3.145 -0.482 0.477

---

<ii>
DFT (ωB97M-V with the def2-TZVPD basis set) results for a cluster of 2 separate species, C5H14S in total.

The SMILES is CCC.CCS. The lowest unoccupied orbital energy comes out at 0.85 eV. As for the spin multiplicity: 1. As for the HOMO energy: -9.10 eV. The value obtained for the HOMO-LUMO gap is 9.9500 eV.

Geometry (Å):
C: 1.148 -1.624 0.895
C: 1.404 -1.671 -0.601
C: -0.398 -1.698 1.112
H: 1.796 -2.399 1.266
H: 1.368 -0.634 1.274
H: 1.063 -0.867 -1.260
H: -0.690 -2.754 1.416
H: -0.855 -1.370 1.990
H: -0.889 -1.116 0.344
H: 2.491 -1.706 -0.760
H: 1.022 -2.581 -1.113
C: -1.442 1.895 -0.201
C: -0.463 1.665 -1.360
S: -1.439 3.588 0.321
H: -2.398 1.419 -0.261
H: -0.892 1.426 0.583
H: -0.519 1.140 -2.307
H: -0.560 3.636 1.312
H: 0.306 1.077 -0.949
H: -0.054 2.575 -1.701

---

<iii>
DFT (ωB97M-V with the def2-TZVPD basis set) results for a cluster of 2 separate species, C5H14S in total.

The SMILES is CCC.CSC. The lowest unoccupied orbital energy comes out at 0.98 eV. As for the spin multiplicity: 1. As for the HOMO energy: -8.55 eV. The value obtained for the HOMO-LUMO gap is 9.5277 eV.

Geometry (Å):
C: 0.927 0.838 0.821
C: 3.114 -0.119 -0.390
S: 2.311 -0.371 1.148
H: 0.387 0.340 0.019
H: 0.192 1.079 1.591
H: 1.362 1.774 0.503
H: 4.010 -0.727 -0.189
H: 3.554 0.782 -0.817
H: 2.519 -0.594 -1.178
C: -2.551 0.430 -0.717
C: -2.863 -0.503 0.470
C: -3.058 0.074 -2.128
H: -2.870 1.443 -0.433
H: -1.472 0.521 -0.775
H: -2.526 -0.034 1.393
H: -3.042 -0.964 -2.434
H: -4.080 0.423 -2.219
H: -2.425 -1.501 0.364
H: -3.932 -0.708 0.539
H: -2.501 0.685 -2.852

---

From most stable to least stable, the computed energies give <i>, <iii>, <ii>.

---

<i>
DFT (ωB97M-V with the def2-TZVPD basis set) results for a cluster of 2 separate species, C5H14S in total.

The SMILES is CCSC.CC. The lowest unoccupied orbital energy comes out at 1.00 eV. As for the spin multiplicity: 1. As for the HOMO energy: -8.40 eV. The value obtained for the HOMO-LUMO gap is 9.4077 eV.

Geometry (Å):
C: -0.649 -1.688 -1.420
C: -0.932 -2.061 0.083
C: 0.936 0.548 -2.243
S: 1.081 -1.178 -1.666
H: -0.868 -2.532 -2.067
H: -1.337 -0.884 -1.661
H: -1.289 -3.085 0.187
H: -1.670 -1.339 0.420
H: 1.535 0.631 -3.146
H: -0.090 0.757 -2.506
H: 1.238 1.225 -1.450
H: -0.044 -1.987 0.700
C: 0.915 1.028 1.893
C: -0.350 1.898 1.795
H: 1.524 1.108 0.995
H: 1.514 1.265 2.768
H: 0.528 0.008 1.949
H: -1.039 1.528 1.036
H: -0.101 2.934 1.598
H: -0.904 1.824 2.734

---

<ii>
DFT (ωB97M-V with the def2-TZVPD basis set) results for a cluster of 2 separate species, C5H14S in total.

The SMILES is CCSC.CC. The lowest unoccupied orbital energy comes out at 0.88 eV. As for the spin multiplicity: 1. As for the HOMO energy: -8.58 eV. The value obtained for the HOMO-LUMO gap is 9.4575 eV.

Geometry (Å):
C: -2.025 0.101 0.676
C: -1.804 -0.666 1.949
C: 0.264 1.522 0.025
S: -1.450 1.753 0.311
H: -1.758 -0.604 -0.103
H: -3.157 0.039 0.475
H: -2.327 -1.632 1.922
H: -1.940 -0.244 2.976
H: 0.638 1.037 -0.897
H: 0.669 2.538 -0.059
H: 0.846 0.887 0.714
H: -0.690 -0.708 2.117
C: 3.180 -1.979 -0.837
C: 2.591 -1.927 -2.240
H: 2.600 -1.278 -0.229
H: 2.893 -2.966 -0.497
H: 4.231 -1.752 -0.668
H: 1.597 -1.575 -2.451
H: 2.756 -2.923 -2.654
H: 3.239 -1.424 -3.024

---

<iii>
DFT (ωB97M-V with the def2-TZVPD basis set) results for a cluster of 2 separate species, C5H14S in total.

The SMILES is CCC.CSC. The lowest unoccupied orbital energy comes out at 0.91 eV. As for the spin multiplicity: 1. As for the HOMO energy: -8.66 eV. The value obtained for the HOMO-LUMO gap is 9.5650 eV.

Geometry (Å):
C: 0.743 0.977 -1.754
C: 0.238 1.013 -3.186
C: 1.857 -0.004 -1.387
H: -0.121 0.703 -1.229
H: 1.050 1.985 -1.554
H: 0.305 1.983 -3.614
H: 0.756 0.274 -3.825
H: 2.499 0.196 -0.507
H: 2.692 -0.033 -2.378
H: -0.792 0.780 -3.213
H: 1.828 -0.992 -1.370
C: -2.560 -1.003 2.841
C: 0.164 -0.713 2.478
S: -1.021 -1.816 3.274
H: -2.458 0.104 2.836
H: -3.229 -1.235 2.025
H: -3.334 -0.832 3.752
H: 1.231 -1.206 2.250
H: 0.435 0.195 3.015
H: -0.283 -0.376 1.547

---

From most stable to least stable, the computed energies give <i>, <ii>, <iii>.

---

<i>
DFT (ωB97M-V with the def2-TZVPD basis set) results for the molecule C3HN3O.

The lowest unoccupied orbital energy comes out at -0.52 eV. As for the spin multiplicity: 1. As for the HOMO energy: -9.66 eV. The value obtained for the HOMO-LUMO gap is 9.1462 eV.

Geometry (Å):
N: -1.319 -0.533 -0.477
C: -2.320 -1.127 -0.670
C: -0.119 0.054 -0.169
C: 0.562 -0.117 1.110
O: 1.678 0.293 1.334
N: 1.068 1.348 -1.870
N: 0.502 0.743 -1.108
H: -0.053 -0.661 1.850

---

<ii>
DFT (ωB97M-V with the def2-TZVPD basis set) results for the molecule C3HN3O.

The lowest unoccupied orbital energy (spin up / spin down) comes out at -0.88 / -0.88 eV. As for the spin multiplicity: 1. As for the HOMO energy (spin up / spin down): -10.99 / -10.99 eV. The value obtained for the HOMO-LUMO gap (spin up / spin down) is 10.1059 / 10.1065 eV.

Geometry (Å):
C: -1.288 -0.790 -0.265
C: 0.619 -0.036 1.070
C: 0.359 0.836 -2.164
N: -2.450 -0.632 -0.506
N: -0.449 -0.817 0.916
N: 0.873 0.984 -1.111
O: 1.329 0.670 -0.015
H: 1.007 -0.215 2.076

---

<iii>
DFT (ωB97M-V with the def2-TZVPD basis set) results for a cluster of 2 separate species, C3HN3O in total.

The lowest unoccupied orbital energy comes out at -0.39 eV. As for the spin multiplicity: 1. As for the HOMO energy: -9.61 eV. The value obtained for the HOMO-LUMO gap is 9.2198 eV.

Geometry (Å):
C: 0.517 1.043 0.171
C: 0.635 -0.190 -0.501
C: -2.465 -0.035 0.671
N: 0.402 1.928 0.879
N: 1.221 -1.172 0.077
N: 1.784 -2.018 0.607
O: -2.558 0.629 -0.230
H: 0.463 -0.185 -1.673

---

From most stable to least stable, the computed energies give <iii>, <i>, <ii>.

---

<i>
DFT (ωB97M-V with the def2-TZVPD basis set) results for a structure of composition C3H10N2S.

The lowest unoccupied orbital energy comes out at 0.40 eV. As for the spin multiplicity: 1. As for the HOMO energy: -7.25 eV. The value obtained for the HOMO-LUMO gap is 7.6489 eV.

Geometry (Å):
C: 0.238 -0.463 -1.935
C: -0.386 -1.681 -1.303
S: -1.016 -1.609 0.537
H: 0.314 -0.649 -3.031
H: -0.271 0.501 -1.896
H: 1.290 -0.309 -1.439
H: -1.383 -1.989 -1.797
H: 0.137 -2.631 -1.444
N: -0.932 1.509 1.859
C: 0.403 1.489 1.561
N: 1.049 0.376 1.212
H: -1.398 0.668 1.756
H: -1.240 2.163 2.587
H: 0.936 2.425 1.705
H: 2.037 0.647 0.890
H: 0.220 -0.447 0.739

---

<ii>
DFT (ωB97M-V with the def2-TZVPD basis set) results for a cluster of 3 separate species, C3H10N2S in total.

The lowest unoccupied orbital energy comes out at -3.61 eV. As for the spin multiplicity: 1. As for the HOMO energy: -7.81 eV. The value obtained for the HOMO-LUMO gap is 4.2009 eV.

Geometry (Å):
N: -0.555 0.744 -0.868
C: 0.394 0.477 -1.736
C: 0.756 -0.808 -2.062
S: -0.195 -2.265 0.396
C: 0.035 1.748 1.907
N: -0.024 2.592 0.742
H: -0.652 -0.079 -0.283
H: -0.427 1.706 -0.254
H: 0.912 1.306 -2.228
H: 1.549 -1.096 -2.737
H: 0.200 -1.681 -1.720
H: 0.659 -1.950 1.381
H: -0.762 0.989 1.946
H: 0.029 2.309 2.844
H: 0.995 1.227 1.959
H: -0.476 3.479 0.966

---

From most stable to least stable, the computed energies give <i>, <ii>.

---

<i>
DFT (ωB97M-V with the def2-TZVPD basis set) results for a cluster of 2 separate species, C3H10N2S in total.

The SMILES is [H]/N=C/N.CSC. The lowest unoccupied orbital energy comes out at 0.95 eV. As for the spin multiplicity: 1. As for the HOMO energy: -8.35 eV. The value obtained for the HOMO-LUMO gap is 9.2995 eV.

Geometry (Å):
C: -2.135 1.177 1.367
S: -2.554 -0.226 0.192
C: -1.029 -1.156 0.192
H: -2.613 0.881 2.222
H: -1.139 1.315 1.691
H: -2.722 2.139 0.955
H: -0.509 -1.235 1.183
H: -0.433 -0.800 -0.678
H: -1.386 -2.176 -0.023
N: 2.350 -0.258 -1.746
C: 2.810 0.594 -0.677
N: 3.391 0.072 0.380
H: 2.803 -0.234 -2.623
H: 1.947 -1.138 -1.421
H: 2.851 1.678 -0.864
H: 4.009 0.797 0.762

---

<ii>
DFT (ωB97M-V with the def2-TZVPD basis set) results for a cluster of 2 separate species, C3H10N2S in total.

The SMILES is [H]/N=C/N.CCS. The lowest unoccupied orbital energy comes out at 0.78 eV. As for the spin multiplicity: 1. As for the HOMO energy: -9.09 eV. The value obtained for the HOMO-LUMO gap is 9.8677 eV.

Geometry (Å):
C: -1.102 -0.425 0.988
C: -0.135 0.530 1.777
S: -0.989 2.115 2.262
H: -2.015 -0.184 1.525
H: -0.845 -1.478 1.062
H: -1.107 -0.108 -0.045
H: 0.681 0.931 1.188
H: 0.024 -0.049 2.684
N: 1.386 -0.090 -1.205
C: 0.720 -0.923 -2.045
N: -0.074 -0.465 -2.940
H: 0.930 0.781 -1.051
H: 2.247 -0.436 -0.841
H: 1.085 -1.961 -2.011
H: -0.754 -1.177 -3.202
H: -0.053 2.937 1.853

---

From most stable to least stable, the computed energies give <ii>, <i>.

---

<i>
DFT (ωB97M-V with the def2-TZVPD basis set) results for the molecule C3H10N2S.

The SMILES is NC[C@H](N)CS. The lowest unoccupied orbital energy comes out at 0.88 eV. As for the spin multiplicity: 1. As for the HOMO energy: -8.89 eV. The value obtained for the HOMO-LUMO gap is 9.7619 eV.

Geometry (Å):
N: -0.693 -1.395 0.007
C: -0.012 -0.046 -0.136
C: 1.504 -0.158 0.082
S: 2.396 -1.460 -0.967
C: -0.668 0.999 0.724
N: -1.981 1.388 0.215
H: -0.301 -2.001 -0.679
H: -0.550 -1.961 0.791
H: -0.297 0.130 -1.134
H: 1.639 -0.497 1.149
H: 2.045 0.788 -0.172
H: 2.456 -0.816 -2.085
H: -0.837 0.737 1.772
H: 0.135 1.807 0.703
H: -2.805 0.903 0.497
H: -2.032 1.580 -0.768

---

<ii>
DFT (ωB97M-V with the def2-TZVPD basis set) results for a cluster of 2 separate species, C3H10N2S in total.

The SMILES is [H]/N=C/N.CSC. The lowest unoccupied orbital energy comes out at 0.88 eV. As for the spin multiplicity: 1. As for the HOMO energy: -8.29 eV. The value obtained for the HOMO-LUMO gap is 9.1696 eV.

Geometry (Å):
C: 1.728 1.428 -1.556
S: 1.386 0.017 -2.656
C: -0.178 -0.623 -1.971
H: 1.378 2.330 -2.047
H: 1.174 1.333 -0.609
H: 2.758 1.549 -1.212
H: -0.230 -1.559 -1.393
H: -0.876 -0.929 -2.756
H: -0.658 0.146 -1.370
N: -0.825 0.533 2.268
C: -1.035 -0.803 2.417
N: -1.063 -1.594 1.423
H: -0.481 1.049 3.062
H: -0.552 0.886 1.367
H: -1.333 -1.188 3.395
H: -1.194 -2.574 1.637

---

From most stable to least stable, the computed energies give <ii>, <i>.